1.
Here is a structure of composition C2HCoF6NO4S2 at a distorted geometry from the Open Molecules 2025 dataset. Energies are from the ωB97M-V functional and the def2-TZVPD basis.

Computed properties:
**Maximum force**: 4.49 eV/Å
**<S²>**: 6.008
**Total charge**: +1
**Frontier orbital gap (alpha / beta)**: 10.8 / 5.6 eV
**Spin multiplicity**: 5

Positions of all 17 atoms, in Å:
1 N 0.01736 0.42033 -0.34461
2 S -1.17377 -0.63718 -0.71030
3 O -1.64095 -0.31976 -2.04694
4 O -0.81172 -1.99611 -0.34071
5 C -2.57432 -0.14905 0.43020
6 F -3.61690 -0.89823 0.12055
7 F -2.87177 1.13981 0.28001
8 F -2.23158 -0.37178 1.68342
9 S 1.18344 0.13525 0.73850
10 O 0.84005 -0.54998 1.96385
11 O 1.78270 1.50167 0.79640
12 C 2.51212 -0.90395 -0.09039
13 F 2.13774 -2.16115 -0.12523
14 F 2.72218 -0.45464 -1.30753
15 F 3.60487 -0.77902 0.63527
16 H -0.37497 3.62951 -1.16362
17 Co 0.49551 2.39428 -0.51886

2.
Here is a structure of composition CH7IN5 at a distorted geometry from the Open Molecules 2025 dataset. Energies are from the ωB97M-V functional and the def2-TZVPD basis.

Computed properties:
**Maximum force**: 6.17 eV/Å
**Total charge**: +1
**Frontier orbital gap (alpha / beta)**: 7.1 / 7.1 eV
**ΔE to the lowest compared entry with this formula, charge and spin**: 31.18 kcal per mole

Positions of all 14 atoms, in Å:
1 C -0.26501 0.63864 -0.16859
2 N -1.23040 -0.63889 -1.73471
3 N -0.98928 -0.47945 -0.49458
4 N -0.04787 0.75640 1.29150
5 N 1.16768 0.49222 -0.80037
6 N 0.33845 -0.47562 1.86500
7 I 1.18707 -0.02070 -2.75031
8 H -0.85839 1.46685 -0.55398
9 H -1.72330 -1.50856 -1.98298
10 H 0.60832 1.44751 1.45279
11 H 1.75081 1.26192 -0.51849
12 H 1.24368 -0.67557 1.90507
13 H -0.43426 -0.88092 2.39600
14 H -0.74751 -1.38383 0.09366

3.
Here is a cluster of 2 separate species, BrClH4O6PSSi in total from the Open Molecules 2025 dataset. Energies are from the ωB97M-V functional and the def2-TZVPD basis.

Computed properties:
**Maximum force**: 0.99 eV/Å
**Total charge**: -1
**Frontier orbital gap**: 8.4 eV

Positions of all 15 atoms, in Å:
1 O -0.01433 1.97146 0.23995
2 P -1.15600 1.14223 -0.45575
3 O -1.02574 -0.32287 0.14430
4 S -2.92293 1.85657 -0.09720
5 Si -0.74499 0.93718 -2.65186
6 Br 0.76012 -0.69045 -2.90884
7 H -0.09789 1.76898 1.19311
8 H -1.92102 -0.53535 0.45615
9 H -2.03307 0.53551 -3.23160
10 H -0.27411 2.19284 -3.25490
11 O 1.26510 -0.47055 2.22024
12 Cl 1.88835 -1.77135 2.11175
13 O 0.89232 -2.79619 2.33301
14 O 2.92760 -1.88894 3.10874
15 O 2.45658 -1.92907 0.79290

Repeat the second record exactly.
Here is a structure of composition CH7IN5 at a distorted geometry from the Open Molecules 2025 dataset. Energies are from the ωB97M-V functional and the def2-TZVPD basis.

Computed properties:
**Maximum force**: 6.17 eV/Å
**Total charge**: +1
**Frontier orbital gap (alpha / beta)**: 7.1 / 7.1 eV
**ΔE to the lowest compared entry with this formula, charge and spin**: 31.18 kcal per mole

Positions of all 14 atoms, in Å:
1 C -0.26501 0.63864 -0.16859
2 N -1.23040 -0.63889 -1.73471
3 N -0.98928 -0.47945 -0.49458
4 N -0.04787 0.75640 1.29150
5 N 1.16768 0.49222 -0.80037
6 N 0.33845 -0.47562 1.86500
7 I 1.18707 -0.02070 -2.75031
8 H -0.85839 1.46685 -0.55398
9 H -1.72330 -1.50856 -1.98298
10 H 0.60832 1.44751 1.45279
11 H 1.75081 1.26192 -0.51849
12 H 1.24368 -0.67557 1.90507
13 H -0.43426 -0.88092 2.39600
14 H -0.74751 -1.38383 0.09366